[1]
Computed, not measured: the ion CCl2NO2S with charge -1 in a non-equilibrium geometry, with wB97M-V/def2-TZVPD.

Each line ends with the Löwdin charge.
Geometry (Å):
C -1.242 -0.334 0.071  -1.251
N -0.048 -0.988 0.119  -0.210
O 1.295 0.805 1.639  -0.593
O 1.699 0.517 -0.753  -0.564
S 1.569 -0.154 0.546  0.564
Cl -2.744 -1.139 -0.517  0.453
Cl -1.408 1.319 0.464  0.601

Forces on the atoms, in the same order (eV/Å):
C 6.42 -3.43 0.13
N -6.81 2.28 -0.20
O 0.09 -0.53 -0.15
O 0.53 0.15 -0.31
S -0.35 0.76 0.20
Cl 0.79 0.45 0.36
Cl -0.65 0.32 -0.04

- energy above the lowest of the compared OMol25 structures with the same formula, charge and spin (kcal per mole) = 12.6
- gap between HOMO and LUMO (Eh) = 0.278
- total charge = -1



[2]
Computed, not measured: a structure of composition CCl2O5S2 in a non-equilibrium geometry, with wB97M-V/def2-TZVPD.

Each line ends with the Löwdin charge.
Geometry (Å):
C -0.748 1.969 1.146  -0.018
O 0.229 1.869 1.690  -0.019
O -1.249 -2.232 -1.100  -0.246
O -0.766 0.191 -1.311  -0.430
O 0.282 -0.871 0.393  -0.512
O 1.732 -0.112 -1.549  -0.412
S -0.974 -0.998 -0.480  0.213
S 1.182 0.451 -0.384  0.603
Cl -2.492 -0.580 0.723  0.503
Cl 2.804 0.311 0.872  0.319

Forces on the atoms, in the same order (eV/Å):
C -0.45 0.52 0.16
O -0.01 0.27 0.64
O 0.38 -0.41 0.50
O -1.80 -0.88 -0.14
O 0.28 -1.29 1.23
O 0.63 -0.47 -1.49
S -0.59 1.91 -2.02
S 1.64 0.67 -0.03
Cl -0.16 -0.25 0.43
Cl 0.08 -0.07 0.72

- gap between HOMO and LUMO (Eh) = 0.393
- total charge = 0



[3]
Computed, not measured: the molecule CCl3F2P in a non-equilibrium geometry, with wB97M-V/def2-TZVPD.

Each line ends with the Löwdin charge.
Geometry (Å):
C 1.706 -0.008 0.396  -1.467
F -2.369 -1.178 -0.005  -0.386
F -2.571 0.951 -0.680  -0.366
P -2.049 0.246 0.646  0.701
Cl 0.213 -0.129 -0.503  0.498
Cl 2.654 -1.445 0.176  0.532
Cl 2.416 1.563 -0.030  0.488

Forces on the atoms, in the same order (eV/Å):
C -0.42 0.55 -1.89
F 0.28 -0.55 0.65
F 0.27 0.94 -0.01
P -1.87 -0.22 0.24
Cl 1.50 -0.36 -0.17
Cl 0.06 0.58 0.47
Cl 0.18 -0.94 0.71

- energy above the lowest of the compared OMol25 structures with the same formula, charge and spin (kcal per mole) = 82.4
- gap between HOMO and LUMO (spin up / spin down) (Eh) = 0.199 / 0.336
- total charge = 0



[4]
Computed, not measured: a cluster of 3 separate species, CCl6P in total in a non-equilibrium geometry, with wB97M-V/def2-TZVPD.

Each line ends with the Löwdin charge.
Geometry (Å):
C -0.104 1.619 1.907  -1.536
P 0.820 -1.247 -1.904  0.118
Cl -0.341 0.267 2.859  0.807
Cl -1.403 2.375 1.090  0.755
Cl 1.467 1.992 1.525  0.804
Cl 0.795 -1.924 -3.820  0.210
Cl 0.871 -2.858 -0.855  0.253
Cl -2.104 -0.225 -0.801  -0.410

Forces on the atoms, in the same order (eV/Å):
C -1.29 -0.33 -1.31
P -1.10 1.05 -1.17
Cl -0.32 0.99 -0.37
Cl 1.85 -1.09 1.44
Cl -0.44 0.35 0.12
Cl -0.20 0.38 1.11
Cl -0.07 -0.94 0.55
Cl 1.58 -0.40 -0.37

- energy above the lowest of the compared OMol25 structures with the same formula, charge and spin (kcal per mole) = 90.9
- gap between HOMO and LUMO (spin up / spin down) (Eh) = 0.202 / 0.193
- total charge = +1



[5]
Computed, not measured: a cluster of 2 separate species, CClFN2O3 in total in a non-equilibrium geometry, with wB97M-V/def2-TZVPD.

Each line ends with the Löwdin charge.
Geometry (Å):
C 0.846 -0.533 0.089  -0.835
N 0.044 -1.044 -0.777  -0.063
N -0.827 0.986 0.063  -0.225
O -1.149 -1.340 -0.567  -0.054
O -0.254 2.020 0.086  0.151
O -1.875 0.473 -0.011  0.197
F 0.742 -0.286 1.397  0.019
Cl 2.473 -0.276 -0.281  0.809

Forces on the atoms, in the same order (eV/Å):
C 0.51 1.04 1.34
N -1.06 -0.38 -1.40
N 1.54 -0.74 -1.19
O 0.28 -1.62 0.30
O -1.15 0.77 0.52
O 0.38 1.51 0.41
F -0.80 -0.64 0.80
Cl 0.30 0.05 -0.77

- energy above the lowest of the compared OMol25 structures with the same formula, charge and spin (kcal per mole) = 52.4
- gap between HOMO and LUMO (spin up / spin down) (Eh) = 0.271 / 0.271
- total charge = 0



[6]
Computed, not measured: a cluster of 2 separate species, CClNO2 in total in a non-equilibrium geometry, with wB97M-V/def2-TZVPD.

Each line ends with the Löwdin charge.
Geometry (Å):
C -1.259 -0.060 -0.203  -0.471
N -2.324 -0.331 0.139  0.210
O -0.178 0.336 -0.494  0.062
O 1.221 -0.190 0.657  -0.565
Cl 2.540 0.245 -0.099  0.762

Forces on the atoms, in the same order (eV/Å):
C -1.26 -0.46 1.22
N -2.45 -0.94 0.54
O 5.18 1.20 -1.09
O -1.37 0.16 -0.59
Cl -0.11 0.04 -0.08

- energy above the lowest of the compared OMol25 structures with the same formula, charge and spin (kcal per mole) = 87.1
- gap between HOMO and LUMO (spin up / spin down) (Eh) = 0.257 / 0.257
- total charge = 0



[7]
Computed, not measured: a cluster of 2 separate species, CClNO3S2 in total in a non-equilibrium geometry, with wB97M-V/def2-TZVPD.

Each line ends with the Löwdin charge.
Geometry (Å):
C -1.477 -0.693 0.184  -1.241
N -0.497 0.210 0.425  -0.316
O -1.346 -1.852 -0.158  -0.126
O 1.134 -0.018 -1.523  -0.491
O 2.223 2.106 0.518  -0.557
S -2.999 0.064 0.517  0.243
S 0.969 0.248 -0.107  0.548
Cl 2.218 -1.403 0.824  -0.059

Forces on the atoms, in the same order (eV/Å):
C -2.12 -0.73 -0.08
N 4.32 1.73 0.38
O 0.78 -0.61 -0.28
O 0.46 0.15 0.13
O -2.00 -2.86 -0.85
S -0.97 0.20 0.02
S -0.56 2.06 0.60
Cl 0.10 0.05 0.07

- energy above the lowest of the compared OMol25 structures with the same formula, charge and spin (kcal per mole) = 148.3
- gap between HOMO and LUMO (spin up / spin down) (Eh) = 0.195 / 0.188
- total charge = -2



[8]
Computed, not measured: a structure of composition CCoF3MgNO4S3 in a non-equilibrium geometry, with wB97M-V/def2-TZVPD.

Each line ends with the Löwdin charge.
Geometry (Å):
Mg 1.967 -1.491 0.781  0.985
N 0.274 -0.814 1.490  -0.374
S -0.677 0.042 0.741  0.546
O -0.660 0.232 -0.779  -0.458
C -2.303 -0.865 0.647  -0.694
F -2.673 -1.280 1.846  0.162
F -2.085 -1.900 -0.170  0.124
F -3.250 -0.091 0.141  0.166
Co 0.862 0.180 -1.849  0.869
S 3.590 0.486 -0.439  0.709
O 2.299 -0.546 -0.831  -0.953
S 1.992 2.487 -0.641  0.934
O 1.443 2.039 -2.097  -0.648
O -0.780 1.522 1.161  -0.365

Forces on the atoms, in the same order (eV/Å):
Mg -1.48 0.59 1.13
N 1.07 -0.88 -1.11
S -0.51 5.31 2.27
O 1.17 -1.24 -2.10
C 0.01 0.71 0.52
F 0.05 -0.22 -0.16
F -0.27 -0.22 0.20
F 0.10 -0.14 -0.05
Co -1.36 0.22 -0.05
S -2.48 1.17 -0.32
O 2.11 0.05 -0.29
S 0.21 -2.56 -3.31
O 1.46 1.46 3.67
O -0.08 -4.24 -0.40

- gap between HOMO and LUMO (spin up / spin down) (Eh) = 0.213 / 0.194
- multiplicity = 5
- total charge = +1
- ⟨S²⟩ = 6.058